C40H39F6N2O2 | wB97M-V/def2-TZVPD

Positions of all 89 atoms, in Å:
C1 -3.468 1.587 -0.726
C2 -3.228 0.555 0.408
N1 -3.297 1.199 1.722
N2 -2.072 0.946 2.471
C3 -1.153 2.095 2.280
C4 0.319 1.657 2.281
O1 1.074 2.104 1.373
O2 0.634 0.912 3.206
H1 -4.476 1.468 -1.107
H2 -2.706 1.448 -1.487
H3 -3.353 2.579 -0.316
H4 -3.939 -0.263 0.296
H5 -2.235 0.153 0.281
H6 -4.103 0.892 2.245
H7 -2.349 0.951 3.444
H8 -1.254 2.798 3.110
H9 -1.404 2.612 1.367
F1 -7.203 0.447 -2.258
C5 -7.163 1.200 -3.371
C6 -7.975 0.864 -4.437
C7 -7.935 1.644 -5.585
C8 -7.082 2.737 -5.655
C9 -6.271 3.056 -4.574
C10 -6.312 2.286 -3.421
H10 -8.626 0.003 -4.365
H11 -8.569 1.396 -6.425
H12 -7.050 3.341 -6.553
H13 -5.602 3.904 -4.628
H14 -5.691 2.522 -2.568
F2 -3.881 -1.049 -3.107
C11 -3.738 -1.244 -4.427
C12 -2.721 -2.064 -4.875
C13 -2.573 -2.275 -6.238
C14 -3.435 -1.657 -7.135
C15 -4.449 -0.832 -6.665
C16 -4.609 -0.626 -5.303
H15 -2.055 -2.531 -4.161
H16 -1.786 -2.923 -6.601
H17 -3.316 -1.820 -8.198
H18 -5.120 -0.347 -7.362
H19 -5.398 0.006 -4.921
F3 -6.684 -5.169 -7.431
C17 -6.484 -5.390 -6.114
C18 -7.279 -6.310 -5.462
C19 -7.069 -6.538 -4.109
C20 -6.079 -5.841 -3.430
C21 -5.292 -4.917 -4.105
C22 -5.491 -4.691 -5.459
H20 -8.050 -6.837 -6.008
H21 -7.680 -7.260 -3.585
H22 -5.920 -6.018 -2.375
H23 -4.523 -4.369 -3.577
H24 -4.882 -3.979 -6.003
F4 6.049 3.173 6.241
C23 5.431 2.217 5.497
C24 4.563 2.603 4.496
C25 3.935 1.628 3.736
C26 4.178 0.285 3.992
C27 5.054 -0.082 5.004
C28 5.693 0.890 5.764
H25 4.382 3.655 4.317
H26 3.249 1.908 2.944
H27 3.682 -0.472 3.401
H28 5.242 -1.129 5.205
H29 6.384 0.622 6.553
F5 9.242 1.532 11.772
C29 9.385 1.388 10.438
C30 10.389 0.573 9.957
C31 10.531 0.423 8.585
C32 9.679 1.093 7.718
C33 8.678 1.912 8.222
C34 8.524 2.059 9.593
H30 11.047 0.065 10.650
H31 11.309 -0.219 8.193
H32 9.794 0.976 6.649
H33 8.015 2.437 7.547
H34 7.745 2.686 10.006
F6 5.993 1.174 -3.194
C35 5.863 0.894 -1.876
C36 6.842 0.146 -1.253
C37 6.708 -0.137 0.099
C38 5.603 0.322 0.803
C39 4.625 1.069 0.155
C40 4.758 1.362 -1.194
H35 7.692 -0.207 -1.823
H36 7.470 -0.718 0.604
H37 5.499 0.096 1.855
H38 3.755 1.421 0.698
H39 4.011 1.947 -1.715

Forces on atoms 1 to 3 (eV/Å):
C 0.17 -0.68 0.59
C -0.20 0.85 -0.32
N 0.12 0.13 -0.15

Output
* orbital gap: 6.5377 eV
* calculated total energy: -65492.9911 eV
* maximum force: 1.48 eV Å⁻¹
* net charge: -1
* lowest unoccupied orbital energy: 0.074 Ha

So, what does the Mulliken scheme give us? The charges, in e, come out as: number 1, C, carries -0.889; number 2, C, carries -0.559; number 3, N, carries -0.317; number 4, N, carries -0.316; number 5, C, carries -0.234; number 6, C, carries 0.454; number 7, O, carries -0.762; number 8, O, carries -0.731; number 9, H, carries 0.033; number 10, H, carries 0.276; number 11, H, carries 0.482; number 12, H, carries 0.404; number 13, H, carries 0.246; number 14, H, carries 0.249; number 15, H, carries 0.233; number 16, H, carries 0.243; number 17, H, carries 0.170; number 18, F, carries -0.331; number 19, C, carries 0.336; number 20, C, carries -0.305; number 21, C, carries -0.382; number 22, C, carries -0.494; number 23, C, carries -0.468; number 24, C, carries -0.257; number 25, H, carries 0.418; number 26, H, carries 0.371; number 27, H, carries 0.385; number 28, H, carries 0.391; number 29, H, carries 0.368; number 30, F, carries -0.266; number 31, C, carries 0.242; number 32, C, carries -0.425; number 33, C, carries -0.393; number 34, C, carries -0.611; number 35, C, carries -0.467; number 36, C, carries 0.205; number 37, H, carries 0.467; number 38, H, carries 0.369; number 39, H, carries 0.385; number 40, H, carries 0.400; number 41, H, carries 0.094; number 42, F, carries -0.315; number 43, C, carries 0.307; number 44, C, carries -0.468; number 45, C, carries -0.347; number 46, C, carries -0.645; number 47, C, carries -0.244; number 48, C, carries -0.103; number 49, H, carries 0.417; number 50, H, carries 0.357; number 51, H, carries 0.381; number 52, H, carries 0.389; number 53, H, carries 0.286; number 54, F, carries -0.333; number 55, C, carries 0.687; number 56, C, carries -0.849; number 57, C, carries 0.193; number 58, C, carries -0.924; number 59, C, carries -0.378; number 60, C, carries -0.271; number 61, H, carries 0.437; number 62, H, carries 0.157; number 63, H, carries 0.550; number 64, H, carries 0.351; number 65, H, carries 0.384; number 66, F, carries -0.321; number 67, C, carries 0.404; number 68, C, carries -0.490; number 69, C, carries -0.227; number 70, C, carries -0.671; number 71, C, carries -0.276; number 72, C, carries -0.542; number 73, H, carries 0.398; number 74, H, carries 0.360; number 75, H, carries 0.406; number 76, H, carries 0.520; number 77, H, carries 0.430; number 78, F, carries -0.332; number 79, C, carries 0.348; number 80, C, carries -0.454; number 81, C, carries -0.473; number 82, C, carries -0.110; number 83, C, carries -0.118; number 84, C, carries -0.638; number 85, H, carries 0.403; number 86, H, carries 0.362; number 87, H, carries 0.185; number 88, H, carries 0.340; number 89, H, carries 0.466



C4H5NO2P | wB97M-V/def2-TZVPD

Positions of all 13 atoms, in Å:
O1 2.805 0.110 0.853
P1 1.771 -0.071 -0.149
O2 2.075 -0.126 -1.577
C1 0.717 -1.552 0.211
C2 -0.583 -1.428 -0.157
N1 -1.059 -0.341 -0.887
C3 -0.528 0.794 -0.788
C4 0.424 1.181 0.262
H1 1.223 -2.519 0.318
H2 -1.448 -2.139 0.160
H3 -0.789 1.466 -1.492
H4 0.652 2.199 0.109
H5 0.036 0.950 1.294

Forces on atoms 1 to 3 (eV/Å):
O 2.02 0.06 1.97
P -1.51 -0.53 0.84
O 0.29 0.41 -2.01

Output
* orbital gap: 8.5924 eV
* calculated total energy: -19104.5935 eV
* maximum force: 3.52 eV Å⁻¹
* net charge: -1
* lowest unoccupied orbital energy: 0.153 Ha
* structure (SMILES): O=[P@@]1([O-])C=CN=CC1

So, what does the Mulliken scheme give us? The charges, in e, come out as: number 1, O, carries -0.805; number 2, P, carries 0.902; number 3, O, carries -0.735; number 4, C, carries -0.417; number 5, C, carries -0.178; number 6, N, carries -0.639; number 7, C, carries 0.015; number 8, C, carries -0.814; number 9, H, carries 0.322; number 10, H, carries 0.271; number 11, H, carries 0.462; number 12, H, carries 0.361; number 13, H, carries 0.255



C22H42AlNP3SSe | wB97M-V/def2-TZVPD

Positions of all 71 atoms, in Å:
Al1 0.041 -0.308 0.850
P1 0.384 1.922 2.091
P2 -2.267 0.285 0.386
P3 2.327 -0.345 0.323
H1 -1.349 -3.405 -6.428
C1 -0.576 -4.095 -6.061
C2 -0.640 -4.572 -4.754
H2 -1.481 -4.433 -4.012
C3 0.483 3.404 0.980
C4 -0.978 2.383 3.224
C5 1.855 2.087 3.146
C6 -2.972 -0.588 -1.053
C7 -3.492 -0.075 1.664
C8 -2.695 2.000 -0.084
C9 2.717 -1.444 -1.075
C10 3.368 -1.032 1.626
C11 3.142 1.178 -0.250
H3 0.111 -4.297 -6.928
H4 0.138 -5.251 -4.383
H5 0.590 4.333 1.568
H6 -0.426 3.474 0.366
H7 1.346 3.314 0.307
H8 -0.778 3.361 3.699
H9 -1.094 1.624 4.008
H10 -1.930 2.463 2.683
H11 1.791 3.020 3.728
H12 2.779 2.114 2.556
H13 1.905 1.239 3.841
H14 -4.048 -0.359 -1.133
H15 -2.855 -1.672 -0.918
H16 -2.485 -0.269 -1.985
H17 -4.453 0.334 1.326
H18 -3.208 0.383 2.616
H19 -3.581 -1.161 1.783
H20 -3.779 2.064 -0.231
H21 -2.205 2.273 -1.034
H22 -2.418 2.716 0.694
H23 3.810 -1.574 -1.126
H24 2.362 -1.017 -2.023
H25 2.256 -2.422 -0.903
H26 4.277 -1.415 1.151
H27 2.833 -1.870 2.082
H28 3.631 -0.269 2.370
H29 4.194 0.964 -0.487
H30 3.133 1.966 0.509
H31 2.643 1.549 -1.155
C12 0.206 0.794 -3.859
C13 -0.113 -0.579 -3.945
C14 -0.033 -1.205 -5.179
C15 0.494 -0.600 -6.335
C16 0.896 0.738 -6.189
C17 0.783 1.411 -4.980
Se1 -0.123 1.897 -2.346
H32 0.107 0.706 -1.402
H33 -0.437 -1.168 -3.082
H34 -0.403 -2.220 -5.151
H35 0.656 -1.102 -7.299
H36 1.287 1.249 -7.059
H37 1.088 2.445 -4.857
S1 -0.185 -2.176 2.110
C18 -0.332 -1.449 3.660
N1 -1.599 -1.426 4.208
C19 -1.876 -0.713 5.339
C20 -0.812 -0.238 6.104
C21 0.501 -0.336 5.616
C22 0.741 -1.023 4.430
H38 -2.348 -1.959 3.739
H39 -2.947 -0.541 5.546
H40 -1.026 0.195 7.085
H41 1.338 0.068 6.192
H42 1.732 -1.342 4.102

Forces on atoms 1 to 3 (eV/Å):
Al -0.38 1.25 1.17
P -0.24 1.03 0.04
P -1.28 0.45 -1.83

Output
* orbital gap: 5.2827 eV
* calculated total energy: -135605.8407 eV
* maximum force: 2.53 eV Å⁻¹
* net charge: +3
* lowest unoccupied orbital energy: -0.364 Ha

So, what does the Mulliken scheme give us? The charges, in e, come out as: number 1, Al, carries 0.177; number 2, P, carries 0.850; number 3, P, carries 0.862; number 4, P, carries 1.130; number 5, H, carries 0.275; number 6, C, carries -0.430; number 7, C, carries -0.479; number 8, H, carries 0.279; number 9, C, carries -1.283; number 10, C, carries -0.852; number 11, C, carries -1.024; number 12, C, carries -1.233; number 13, C, carries -1.268; number 14, C, carries -1.116; number 15, C, carries -1.317; number 16, C, carries -1.233; number 17, C, carries -1.071; number 18, H, carries 0.279; number 19, H, carries 0.232; number 20, H, carries 0.532; number 21, H, carries 0.317; number 22, H, carries 0.298; number 23, H, carries 0.551; number 24, H, carries 0.051; number 25, H, carries 0.272; number 26, H, carries 0.515; number 27, H, carries 0.386; number 28, H, carries 0.088; number 29, H, carries 0.515; number 30, H, carries 0.411; number 31, H, carries 0.334; number 32, H, carries 0.558; number 33, H, carries 0.280; number 34, H, carries 0.328; number 35, H, carries 0.581; number 36, H, carries 0.108; number 37, H, carries 0.328; number 38, H, carries 0.530; number 39, H, carries 0.324; number 40, H, carries 0.411; number 41, H, carries 0.563; number 42, H, carries 0.285; number 43, H, carries 0.338; number 44, H, carries 0.528; number 45, H, carries 0.271; number 46, H, carries 0.210; number 47, C, carries 0.472; number 48, C, carries 0.014; number 49, C, carries -0.050; number 50, C, carries -0.376; number 51, C, carries -0.679; number 52, C, carries -0.761; number 53, Se, carries 0.161; number 54, H, carries -0.376; number 55, H, carries 0.372; number 56, H, carries -0.347; number 57, H, carries 0.422; number 58, H, carries 0.393; number 59, H, carries 0.417; number 60, S, carries -0.376; number 61, C, carries 0.313; number 62, N, carries -0.032; number 63, C, carries -0.380; number 64, C, carries -0.585; number 65, C, carries -0.089; number 66, C, carries -0.489; number 67, H, carries 0.398; number 68, H, carries 0.464; number 69, H, carries 0.433; number 70, H, carries 0.506; number 71, H, carries 0.485



C19H44FIN2O5 | wB97M-V/def2-TZVPD

Positions of all 72 atoms, in Å:
C1 -0.767 0.620 -2.480
C2 0.250 -0.388 -3.026
F1 -0.189 -0.884 -4.258
C3 0.449 -1.525 -2.031
C4 1.204 -1.025 -0.790
C5 2.579 -1.660 -0.889
I1 3.859 -0.649 -2.348
C6 3.367 -1.780 0.418
N1 3.156 -0.665 1.340
N2 2.334 -2.992 -1.489
C7 1.303 -2.726 -2.484
O1 1.129 -3.397 -3.460
H1 -0.291 1.564 -2.215
H2 -1.544 0.811 -3.218
H3 -1.244 0.234 -1.578
H4 1.204 0.109 -3.195
H5 -0.534 -1.917 -1.762
H6 1.214 0.049 -0.614
H7 0.760 -1.451 0.118
H8 4.426 -1.874 0.180
H9 3.082 -2.732 0.879
H10 2.550 0.055 0.984
H11 2.830 -0.964 2.243
H12 1.846 -3.547 -0.780
C8 6.840 -6.017 -0.128
C9 5.570 -5.222 -0.389
C10 4.714 -5.852 -1.477
O2 5.875 -3.869 -0.716
H13 7.452 -6.055 -1.033
H14 7.432 -5.549 0.658
H15 6.612 -7.041 0.170
H16 4.991 -5.158 0.535
H17 5.268 -5.886 -2.419
H18 3.815 -5.260 -1.645
H19 4.427 -6.872 -1.215
H20 6.370 -3.867 -1.542
C11 -0.882 2.640 2.781
C12 -0.461 2.830 1.334
C13 -1.545 3.502 0.508
O3 -0.108 1.572 0.747
H21 -1.765 2.001 2.838
H22 -0.089 2.155 3.352
H23 -1.115 3.596 3.252
H24 0.453 3.424 1.288
H25 -2.453 2.893 0.505
H26 -1.223 3.619 -0.527
H27 -1.803 4.485 0.902
H28 -0.893 1.013 0.773
C14 -2.149 6.336 -2.330
C15 -2.983 5.084 -2.553
C16 -3.765 5.146 -3.856
O4 -3.857 4.855 -1.448
H29 -2.797 7.215 -2.268
H30 -1.592 6.264 -1.396
H31 -1.443 6.492 -3.147
H32 -2.326 4.213 -2.570
H33 -4.460 5.990 -3.840
H34 -4.346 4.235 -3.997
H35 -3.099 5.270 -4.711
H36 -4.466 5.599 -1.394
C17 -5.374 -0.427 3.713
C18 -3.996 -0.685 4.302
C19 -4.076 -1.189 5.734
O5 -3.185 0.489 4.224
H37 -5.894 0.342 4.292
H38 -5.293 -0.073 2.685
H39 -5.984 -1.330 3.723
H40 -3.474 -1.421 3.689
H41 -4.559 -0.443 6.370
H42 -3.078 -1.373 6.131
H43 -4.652 -2.113 5.796
H44 -3.607 1.173 4.754

Forces on atoms 1 to 3 (eV/Å):
C 0.06 -0.04 0.04
C -0.28 0.12 -0.03
F 0.04 0.06 0.32

Output
* orbital gap: 9.3769 eV
* calculated total energy: -44452.1567 eV
* maximum force: 0.89 eV Å⁻¹
* lowest unoccupied orbital energy: 0.011 Ha
* structure (SMILES): C[C@H](F)[C@@H]1C[C@@](I)(CN)NC1=O.CC(C)O.CC(C)O.CC(C)O.CC(C)O

So, what does the Mulliken scheme give us? The charges, in e, come out as: number 1, C, carries -1.056; number 2, C, carries 0.485; number 3, F, carries -0.421; number 4, C, carries 0.126; number 5, C, carries -0.834; number 6, C, carries -0.097; number 7, I, carries 0.056; number 8, C, carries -0.274; number 9, N, carries -0.589; number 10, N, carries -0.298; number 11, C, carries -0.230; number 12, O, carries -0.539; number 13, H, carries 0.233; number 14, H, carries 0.516; number 15, H, carries 0.126; number 16, H, carries 0.141; number 17, H, carries 0.497; number 18, H, carries 0.540; number 19, H, carries 0.217; number 20, H, carries 0.183; number 21, H, carries 0.301; number 22, H, carries 0.273; number 23, H, carries 0.263; number 24, H, carries 0.389; number 25, C, carries -1.430; number 26, C, carries 0.538; number 27, C, carries -1.049; number 28, O, carries -0.484; number 29, H, carries 0.365; number 30, H, carries 0.347; number 31, H, carries 0.372; number 32, H, carries 0.220; number 33, H, carries 0.338; number 34, H, carries 0.116; number 35, H, carries 0.375; number 36, H, carries 0.318; number 37, C, carries -1.201; number 38, C, carries 0.267; number 39, C, carries -0.966; number 40, O, carries -0.382; number 41, H, carries 0.184; number 42, H, carries 0.332; number 43, H, carries 0.427; number 44, H, carries 0.244; number 45, H, carries 0.311; number 46, H, carries 0.040; number 47, H, carries 0.432; number 48, H, carries 0.265; number 49, C, carries -1.219; number 50, C, carries 0.799; number 51, C, carries -1.466; number 52, O, carries -0.505; number 53, H, carries 0.343; number 54, H, carries 0.283; number 55, H, carries 0.377; number 56, H, carries 0.018; number 57, H, carries 0.367; number 58, H, carries 0.349; number 59, H, carries 0.373; number 60, H, carries 0.327; number 61, C, carries -1.289; number 62, C, carries 0.401; number 63, C, carries -1.275; number 64, O, carries -0.485; number 65, H, carries 0.345; number 66, H, carries 0.309; number 67, H, carries 0.384; number 68, H, carries 0.229; number 69, H, carries 0.345; number 70, H, carries 0.314; number 71, H, carries 0.377; number 72, H, carries 0.313